Record 1
DFT (ωB97M-V/def2-TZVPD) results for 2 unconnected molecules or ions with the total composition C2H5O3P.

Computed properties:
Highest occupied orbital energy = -9.63 eV
Maximum force = 4.73 eV/A
Energy above the lowest of the compared OMol25 structures with the same formula, charge and spin = 183.2 kJ/mol
LUMO energy = 0.0155 Eh
Charge = 0
Multiplicity = 1

```
11
Properties=species:S:1:pos:R:3:forces:R:3
C -0.9535 0.2050 -1.0390 1.0 0.2 -3.6
C 0.2660 -0.3566 -0.6141 1.7 0.2 4.4
O 1.4227 1.2824 3.0214 -0.2 -0.6 0.9
O 0.3618 -1.5188 0.0438 -0.1 0.0 -0.6
O 0.8085 0.9486 0.7154 -0.9 -2.8 -0.9
P 0.7562 0.2746 2.1764 0.8 2.3 -1.4
H -1.7854 0.1189 -0.4313 -1.6 -0.2 1.1
H -0.9797 -0.3911 -2.0164 -1.1 0.8 0.8
H -0.6499 1.2148 -1.3191 -0.8 0.2 0.0
H 1.0541 -0.2203 -1.2863 1.4 0.1 -0.7
H -0.3008 -1.5575 0.7493 -0.1 -0.2 -0.1
```
Forces are in eV/Å.


Record 2
DFT (ωB97M-V/def2-TZVPD) results for a molecular structure, C47H40Cl5N11OS2Sc.

Computed properties:
Highest occupied orbital energy = -8.40 eV
Maximum force = 0.49 eV/A
Energy above the lowest of the compared OMol25 structures with the same formula, charge and spin = 70.5 kJ/mol
LUMO energy = -0.0611 Eh
Charge = +1
Multiplicity = 1

```
107
Properties=species:S:1:pos:R:3:forces:R:3
Sc 0.7171 -1.3025 1.9956 0.3 -0.1 0.0
C -0.7879 -0.8722 4.7772 0.0 0.0 0.0
N 0.6185 -0.9256 4.3523 0.0 0.0 0.0
C 1.4636 0.1321 4.8923 0.0 0.0 0.0
C 1.4268 1.3111 3.9713 0.0 0.0 0.0
N 0.9595 1.2783 2.7521 0.0 -0.1 0.0
C 1.0412 2.5949 2.2956 0.0 0.0 0.0
C 0.5850 3.1694 1.1085 0.0 0.0 0.0
C 0.7965 4.5220 0.9286 0.0 0.0 0.0
C 1.4301 5.3052 1.9054 0.0 0.0 0.0
C 1.8497 4.7607 3.1033 0.0 0.0 0.0
C 1.6320 3.3983 3.2759 0.0 0.0 0.0
N 1.8633 2.5448 4.3421 0.0 0.0 0.0
C -1.7419 -0.6909 3.6394 0.0 0.0 0.0
N -1.3999 -0.5181 2.3896 -0.1 0.1 0.1
C -2.5932 -0.3173 1.6986 0.0 0.0 0.0
C -2.8247 -0.0550 0.3525 0.0 0.0 0.0
C -4.1329 0.1023 -0.0550 0.0 0.0 0.0
C -5.2002 -0.0012 0.8502 0.0 0.0 0.0
C -4.9854 -0.2534 2.1907 0.0 0.0 0.0
C -3.6628 -0.4016 2.5900 0.0 0.0 0.0
N -3.0817 -0.6334 3.8269 0.0 0.0 0.0
H -0.9317 -0.0360 5.4689 0.0 0.0 0.0
H -1.0427 -1.7862 5.3173 0.0 0.0 0.0
H 0.9751 -1.8541 4.5673 0.0 0.0 0.1
H 2.4886 -0.2317 4.9728 0.0 0.0 0.0
H 1.1502 0.4444 5.8957 0.0 0.0 0.0
H 0.0665 2.5784 0.3664 0.0 0.0 0.0
H 0.4521 4.9974 0.0194 0.0 0.0 0.0
H 1.5726 6.3622 1.7256 0.0 0.0 0.0
H 2.3095 5.3692 3.8705 0.0 0.0 0.0
H 2.2273 2.7954 5.2453 0.0 0.0 0.0
H -2.0031 0.0189 -0.3437 0.0 0.0 0.0
H -4.3439 0.3067 -1.0965 0.0 0.0 0.0
H -6.2127 0.1208 0.4893 0.0 0.0 0.0
H -5.8061 -0.3313 2.8909 0.0 0.0 0.0
H -3.5626 -0.8190 4.6901 0.0 0.0 0.0
C 4.8999 1.5462 1.6819 0.0 0.0 0.0
N 4.6728 0.4508 0.7525 0.0 0.0 0.0
C 5.0740 0.4116 -0.5707 0.0 0.0 0.0
C 4.6425 -0.7547 -1.0824 0.0 0.0 0.0
N 3.9774 -1.4234 -0.0681 0.0 0.0 0.0
C 4.0078 -0.6792 1.0702 0.0 -0.1 0.0
S 3.4467 -1.1086 2.6069 0.0 0.1 0.0
C 3.4267 -2.7357 -0.1798 0.0 0.0 0.0
C 4.1662 -3.7078 -0.8298 0.0 0.0 0.0
C 3.6031 -4.9684 -0.9482 0.0 0.0 0.0
C 2.3557 -5.1939 -0.3949 0.0 0.0 0.0
C 1.7140 -4.1543 0.2612 0.0 0.0 0.0
N 2.2315 -2.9263 0.3574 0.0 0.0 0.0
H 5.5635 2.2647 1.2085 0.0 0.0 0.0
H 5.3559 1.1651 2.5924 0.0 0.0 0.0
H 3.9532 2.0276 1.9315 0.0 0.0 0.0
H 5.6161 1.2205 -1.0260 0.0 0.0 0.0
H 4.7241 -1.1602 -2.0742 0.0 0.0 0.0
H 5.1558 -3.4879 -1.2053 0.0 0.0 0.0
H 4.1431 -5.7615 -1.4475 0.0 0.0 0.0
H 1.8807 -6.1628 -0.4510 0.0 0.0 0.0
H 0.7561 -4.2840 0.7458 0.0 0.0 0.0
Cl 0.0450 -4.1674 5.2620 0.0 0.0 0.0
C -1.2397 -4.2863 4.0733 0.0 0.0 0.0
C -2.3976 -4.9440 4.4340 0.0 0.0 0.0
C -3.4327 -5.0787 3.5187 0.0 0.0 0.0
C -3.2637 -4.5696 2.2384 0.0 0.0 0.0
C -2.0948 -3.9188 1.9006 0.0 -0.1 0.1
Cl -1.9251 -3.3690 0.2456 0.0 0.0 0.0
C -1.0100 -3.6916 2.7990 0.1 0.0 0.1
N 0.0759 -2.9851 2.4944 -0.1 0.2 -0.4
H -2.4829 -5.3572 5.4304 0.0 0.0 0.0
H -4.3428 -5.5943 3.7896 0.0 0.0 0.0
H -4.0386 -4.6829 1.4918 0.0 0.0 0.0
Cl 1.4185 5.9694 -4.4612 0.0 0.0 0.0
C 0.7656 4.3677 -4.3994 0.0 0.0 0.0
C 1.1170 3.4423 -5.3705 0.0 0.0 0.0
C 0.5847 2.1666 -5.2984 0.0 0.0 0.0
C -0.2886 1.7905 -4.2814 0.0 0.0 0.0
C -0.8121 0.3716 -4.2426 0.0 0.0 -0.1
C 0.2513 -0.6167 -3.7612 0.0 0.0 0.0
N 0.6780 -0.3464 -2.3981 -0.1 0.0 0.0
C 1.5387 0.6428 -1.9816 0.0 0.0 0.0
C 1.5433 0.5856 -0.6236 0.0 0.0 0.0
N 0.6989 -0.4153 -0.1990 0.0 0.0 0.1
C 0.2003 -0.9499 -1.2942 0.0 0.0 0.0
O -1.1646 -0.1168 -5.5182 -0.1 0.0 0.0
C -2.1582 0.6195 -6.2427 0.0 0.0 0.0
C -3.2874 1.1724 -5.4231 0.0 0.0 0.0
C -4.1617 0.4404 -4.6757 0.2 0.0 0.2
Cl -4.1363 -1.2609 -4.4548 0.0 0.0 0.0
S -5.3187 1.4068 -3.8633 -0.2 -0.1 -0.2
C -4.7191 2.8205 -4.6178 0.2 0.1 0.3
C -3.6191 2.5600 -5.3703 -0.1 0.0 -0.1
C -0.6189 2.7479 -3.3285 0.0 0.0 0.0
Cl -1.6889 2.3668 -2.0129 0.0 0.0 0.0
C -0.1041 4.0338 -3.3763 0.0 0.0 0.0
H 1.7901 3.7231 -6.1680 0.0 0.0 0.0
H 0.8389 1.4344 -6.0564 0.0 0.0 0.0
H -1.6643 0.3186 -3.5609 0.0 0.0 0.0
H 1.1174 -0.5836 -4.4224 0.0 0.0 0.0
H -0.1673 -1.6216 -3.7986 0.0 0.0 0.0
H 2.0505 1.2862 -2.6760 0.0 0.0 0.0
H 2.0939 1.1953 0.0711 0.0 0.0 0.0
H -0.4892 -1.7783 -1.3290 0.0 0.0 0.0
H -2.5310 -0.0879 -6.9832 0.0 0.0 0.0
H -1.6832 1.4477 -6.7765 0.0 0.0 0.0
H -5.1950 3.7703 -4.4376 0.0 0.0 0.0
H -3.0677 3.3187 -5.9089 0.0 0.0 0.0
H -0.3830 4.7630 -2.6293 0.0 0.0 0.0
```
Forces are in eV/Å.


Record 3
DFT (ωB97M-V/def2-TZVPD) results for 2 unconnected molecules or ions with the total composition C3H6Cl2N2OP.

Computed properties:
Highest occupied orbital energy (alpha / beta) = -13.72 / -13.26 eV
Maximum force = 3.88 eV/A
Energy above the lowest of the compared OMol25 structures with the same formula, charge and spin = 229.0 kJ/mol
LUMO energy (alpha / beta) = -0.2683 / -0.3000 Eh
Charge = +1
Multiplicity = 1

```
15
Properties=species:S:1:pos:R:3:forces:R:3
C -0.8679 0.0335 -0.1997 -1.7 -1.9 0.4
C -2.2071 -2.0946 0.1083 -0.7 -1.1 1.6
C -0.1952 2.4181 -0.3717 0.8 -2.7 0.9
N -1.5791 -0.8926 -0.1601 0.3 0.4 -1.7
N -0.1201 0.9619 -0.1349 3.3 2.1 0.2
O 2.8212 -1.5936 0.9466 -1.0 -2.0 0.9
P 2.7891 -0.2924 0.3668 1.0 1.8 -0.7
Cl 3.2006 -0.2973 -1.5762 -0.3 0.6 0.5
Cl 3.9060 0.9618 1.4679 -0.8 0.1 -0.9
H -1.6652 -2.3472 1.0350 -0.7 -0.9 -0.1
H -2.1858 -2.9300 -0.6195 0.4 0.9 0.0
H -3.2557 -1.8909 0.3753 0.3 -0.2 0.0
H -1.1577 2.5016 -0.7534 -1.7 1.1 -0.8
H -0.0502 2.8496 0.5814 0.0 1.0 0.7
H 0.5670 2.6121 -1.0658 0.8 0.9 -0.9
```
Forces are in eV/Å.


Record 4
DFT (ωB97M-V/def2-TZVPD) results for a molecular structure, C12H17BN6O2Zn.

Computed properties:
Highest occupied orbital energy = -7.86 eV
Maximum force = 6.35 eV/A
Energy above the lowest of the compared OMol25 structures with the same formula, charge and spin = 110.6 kJ/mol
LUMO energy = -0.0019 Eh
Charge = 0
Multiplicity = 1

```
39
Properties=species:S:1:pos:R:3:forces:R:3
H 0.1266 -2.0126 2.2826 0.1 -0.2 0.4
N -0.1569 -1.9101 0.2540 -0.2 -0.2 0.5
B -1.0307 -1.9986 -2.2020 0.2 1.4 0.2
N -0.9118 -2.5107 -0.7172 0.2 -0.7 0.7
C -1.5915 -3.4946 -0.1201 0.9 0.3 0.3
Zn 1.1391 0.2807 -0.5864 -1.9 3.7 3.3
H -2.1942 -4.1779 -0.6961 -0.2 0.3 0.0
C -1.2497 -3.5243 1.2349 -0.3 0.2 0.6
H -1.5247 -4.2414 1.9745 -0.5 -0.2 0.2
C -0.4027 -2.4566 1.4590 -0.1 -0.6 -1.2
H -1.6185 -2.7584 -2.9340 0.4 -0.2 0.3
C 1.7401 1.9898 -1.1416 0.5 0.9 0.0
H 2.1491 2.6502 -0.3887 -0.1 0.3 0.1
H 0.7018 2.2475 -1.3620 0.1 0.7 -0.1
H 2.3141 2.0927 -2.0528 0.2 -0.1 -0.3
N 0.4721 -1.7674 -2.5609 1.0 0.3 0.5
N -1.7537 -0.6343 -2.2119 0.5 0.3 0.8
N 1.3844 -0.9617 -1.8238 0.1 -4.4 -4.5
N -1.1671 0.3420 -1.4554 -0.1 0.1 -0.6
C 1.1233 -2.3915 -3.5460 0.3 0.6 0.4
C -2.8677 -0.1583 -2.8127 0.3 0.6 0.3
H 0.5658 -3.0730 -4.1843 0.3 0.2 0.1
H -3.4478 -0.7859 -3.4693 -0.1 0.0 0.1
C 2.4567 -1.9870 -3.5251 -0.1 0.0 0.0
C -2.9935 1.1797 -2.4474 0.3 -0.6 -0.1
C 2.5690 -1.0855 -2.4635 -1.1 -0.7 -0.2
C -1.8939 1.4484 -1.6131 0.1 -1.2 -0.2
H 3.2324 -2.2998 -4.1942 0.1 0.0 -0.1
H -3.7472 1.8736 -2.7341 -0.4 0.2 -0.2
H 3.4060 -0.4909 -2.1396 0.1 -0.1 0.1
H -1.5758 2.3645 -1.1504 -0.1 0.1 0.2
H 0.8270 -1.6227 0.1420 -1.0 -0.1 -0.6
C -0.1232 1.6406 3.3943 0.0 0.2 0.3
C 0.3834 0.9097 2.1666 -0.5 0.0 -1.6
O 1.3794 0.1398 2.2128 -0.4 -0.1 -0.1
O -0.2632 1.1323 1.0763 1.0 -0.6 0.9
H 0.4599 1.4225 4.2847 0.1 -0.1 0.0
H -1.1690 1.3955 3.6034 0.1 -0.1 -0.2
H -0.0931 2.7208 3.2162 0.0 -0.2 -0.1
```
Forces are in eV/Å.